[1]
{
  "formula": "C6H14",
  "method": "ωB97M-V with the def2-TZVPD basis set",
  "elements": ["C", "C", "C", "C", "C", "C", "H", "H", "H", "H", "H", "H", "H", "H", "H", "H", "H", "H", "H", "H"],
  "xyz": [[2.6126, 0.0418, -0.3443], [1.3113, -0.6684, -0.0922], [0.0509, -0.0206, 0.0241], [-0.0431, 1.4494, -0.2957], [-1.1820, -0.8517, -0.2655], [-2.4919, -0.4476, 0.4012], [2.9914, 0.6392, 0.5015], [3.3794, -0.7048, -0.5692], [2.5520, 0.7099, -1.2129], [1.2949, -1.7537, -0.0849], [0.6750, -0.3090, 1.1344], [-0.2465, 0.2137, 1.7164], [-0.9489, 1.9025, 0.1131], [0.8229, 2.0010, 0.0748], [-0.0582, 1.5267, -1.3914], [-0.9585, -1.9031, -0.0538], [-1.2729, -0.7745, -1.3593], [-2.7625, 0.5913, 0.1848], [-3.3051, -1.0828, 0.0327], [-2.4206, -0.5593, 1.4862]],
  "forces_ev_per_a": [[0.07, 0.03, -0.06], [0.00, -0.10, -0.34], [0.00, 0.01, -0.20], [0.03, 0.00, 0.01], [0.04, -0.06, 0.02], [-0.03, 0.06, 0.04], [-0.16, -0.11, -0.08], [-0.06, 0.13, 0.05], [0.07, -0.04, 0.14], [0.00, 0.11, -0.04], [-0.27, 0.13, 0.38], [0.13, -0.03, 0.01], [0.16, -0.13, -0.07], [-0.12, -0.10, -0.05], [0.01, 0.03, 0.11], [-0.01, 0.16, 0.00], [-0.02, -0.05, 0.12], [0.05, -0.16, 0.03], [0.14, 0.09, 0.07], [-0.05, 0.03, -0.15]],
  "mulliken_charge": [-1.281, -0.646, 1.062, -1.445, -0.667, -1.264, 0.311, 0.351, 0.325, 0.377, -0.065, 0.058, 0.434, 0.384, 0.380, 0.296, 0.347, 0.290, 0.390, 0.364],
  "lumo_ev": 1.103,
  "e_tot_ha": -236.8252,
  "e_homo_ev": -6.9,
  "homo_lumo_gap_ha": 0.2926,
  "relative_energy_kcal_mol": 116.86
}

[2]
{
  "formula": "CH6NO2P",
  "method": "ωB97M-V with the def2-TZVPD basis set",
  "elements": ["C", "N", "O", "O", "P", "H", "H", "H", "H", "H", "H"],
  "xyz": [[0.3492, -0.7836, 0.5704], [1.2533, 0.3126, 0.1970], [-2.5708, -0.8196, -0.0586], [-1.2143, 1.3554, 0.0810], [-1.2426, -0.2162, -0.3065], [0.5888, -1.8688, 0.4128], [0.0602, -0.5283, 1.6697], [-0.1938, 1.5663, 0.0865], [2.1379, 0.0007, 0.5561], [1.2239, 0.3967, -0.7971], [-0.3919, 0.5849, -2.4112]],
  "forces_ev_per_a": [[-2.16, 0.96, 1.22], [-0.24, -1.32, 0.90], [1.48, -0.03, -0.60], [2.13, -0.59, 0.04], [-0.13, 1.93, -0.64], [0.04, 1.16, 0.00], [0.30, -1.08, -1.68], [-2.23, -0.19, 0.21], [0.79, 0.58, -0.37], [0.75, -0.05, -1.10], [-0.73, -1.37, 2.04]],
  "mulliken_charge": [-0.284, -0.615, -0.519, -0.476, 0.312, 0.350, 0.285, 0.519, 0.260, 0.155, 0.013],
  "lumo_ev": [-1.061, -1.004],
  "e_tot_ha": -588.2021,
  "e_homo_ev": [-9.5, -9.1],
  "homo_lumo_gap_ha": [0.3116, 0.2986],
  "relative_energy_kcal_mol": 94.41
}

What did the first record say?
{
  "formula": "C6H14",
  "method": "ωB97M-V with the def2-TZVPD basis set",
  "elements": ["C", "C", "C", "C", "C", "C", "H", "H", "H", "H", "H", "H", "H", "H", "H", "H", "H", "H", "H", "H"],
  "xyz": [[2.6126, 0.0418, -0.3443], [1.3113, -0.6684, -0.0922], [0.0509, -0.0206, 0.0241], [-0.0431, 1.4494, -0.2957], [-1.1820, -0.8517, -0.2655], [-2.4919, -0.4476, 0.4012], [2.9914, 0.6392, 0.5015], [3.3794, -0.7048, -0.5692], [2.5520, 0.7099, -1.2129], [1.2949, -1.7537, -0.0849], [0.6750, -0.3090, 1.1344], [-0.2465, 0.2137, 1.7164], [-0.9489, 1.9025, 0.1131], [0.8229, 2.0010, 0.0748], [-0.0582, 1.5267, -1.3914], [-0.9585, -1.9031, -0.0538], [-1.2729, -0.7745, -1.3593], [-2.7625, 0.5913, 0.1848], [-3.3051, -1.0828, 0.0327], [-2.4206, -0.5593, 1.4862]],
  "forces_ev_per_a": [[0.07, 0.03, -0.06], [0.00, -0.10, -0.34], [0.00, 0.01, -0.20], [0.03, 0.00, 0.01], [0.04, -0.06, 0.02], [-0.03, 0.06, 0.04], [-0.16, -0.11, -0.08], [-0.06, 0.13, 0.05], [0.07, -0.04, 0.14], [0.00, 0.11, -0.04], [-0.27, 0.13, 0.38], [0.13, -0.03, 0.01], [0.16, -0.13, -0.07], [-0.12, -0.10, -0.05], [0.01, 0.03, 0.11], [-0.01, 0.16, 0.00], [-0.02, -0.05, 0.12], [0.05, -0.16, 0.03], [0.14, 0.09, 0.07], [-0.05, 0.03, -0.15]],
  "mulliken_charge": [-1.281, -0.646, 1.062, -1.445, -0.667, -1.264, 0.311, 0.351, 0.325, 0.377, -0.065, 0.058, 0.434, 0.384, 0.380, 0.296, 0.347, 0.290, 0.390, 0.364],
  "lumo_ev": 1.103,
  "e_tot_ha": -236.8252,
  "e_homo_ev": -6.9,
  "homo_lumo_gap_ha": 0.2926,
  "relative_energy_kcal_mol": 116.86
}